Entry from OMol25: a 21-piece molecular cluster, C27H96O21 overall at a distorted geometry (ωB97M-V with the def2-TZVPD basis set).

Last column: Mulliken charge in e.
Geometry (Å):
1 O -2.701 -2.314 3.203  -0.7835
2 H -3.351 -2.466 2.516  0.2960
3 H -1.861 -2.502 2.785  0.0409
4 O 0.158 1.860 1.178  0.1080
5 H -0.740 1.975 1.488  0.0994
6 H 0.615 2.648 1.472  -0.0192
7 O 0.958 -2.267 -2.346  -0.9403
8 H 1.184 -1.501 -1.818  -0.0055
9 H 1.797 -2.582 -2.683  0.3874
10 O 3.455 -2.448 -3.052  -0.5018
11 H 3.539 -2.430 -4.005  0.2705
12 H 4.054 -3.139 -2.771  0.2499
13 O -1.753 -2.379 -1.734  -0.7285
14 H -1.730 -2.084 -0.824  0.0130
15 H -0.832 -2.483 -1.976  0.1807
16 O 1.249 4.166 1.985  -0.3960
17 H 1.768 4.380 1.210  0.1125
18 H 0.910 5.009 2.287  0.3147
19 O -2.873 -0.394 -3.561  -0.6579
20 H -1.950 -0.503 -3.791  0.2080
21 H -3.017 -1.014 -2.847  0.1800
22 O 0.265 3.695 4.686  -0.6458
23 H 0.754 3.373 3.929  0.2711
24 H -0.594 3.279 4.612  0.3669
25 O -0.146 -0.252 -0.481  1.8457
26 H -0.531 0.325 -1.141  -0.8172
27 H 0.226 0.344 0.170  -0.4288
28 O -1.907 1.858 4.669  -0.7132
29 H -2.315 1.721 3.814  0.3801
30 H -1.861 0.983 5.056  0.2720
31 O -0.273 -0.867 -4.264  -0.6665
32 H 0.353 -0.696 -4.967  0.2795
33 H 0.220 -1.378 -3.622  0.2919
34 O -4.137 1.702 -4.701  -0.6106
35 H -3.643 0.963 -4.345  0.4529
36 H -5.055 1.451 -4.593  0.2878
37 C -4.750 1.099 2.260  -1.3901
38 C -3.471 0.833 1.441  1.2155
39 C -3.669 0.847 -0.066  -0.6425
40 O -2.664 1.952 1.775  -0.5431
41 H -5.321 1.975 1.951  0.3766
42 H -4.503 1.200 3.317  0.3667
43 H -5.544 0.353 2.255  0.3823
44 H -2.928 -0.096 1.617  -0.6275
45 H -2.712 0.587 -0.520  -0.2426
46 H -4.105 1.771 -0.444  0.3792
47 H -4.273 -0.020 -0.334  0.3826
48 H -3.216 2.684 1.491  0.3017
49 C 0.855 -1.744 2.921  -1.1952
50 C 0.453 -2.856 1.973  0.4200
51 C 0.369 -4.129 2.809  -1.4765
52 O -0.717 -2.410 1.365  0.8704
53 H 0.103 -1.639 3.704  0.2797
54 H 0.790 -0.802 2.377  0.1286
55 H 1.840 -1.916 3.354  0.5230
56 H 1.216 -2.858 1.195  0.4325
57 H -0.561 -4.197 3.373  0.3711
58 H 1.180 -4.252 3.527  0.4458
59 H 0.619 -5.053 2.289  0.2690
60 H -0.537 -1.664 0.788  -0.6970
61 C 4.959 -0.914 1.096  -0.7826
62 C 5.432 0.574 1.040  0.1033
63 C 4.309 1.656 1.234  -0.1752
64 O 6.495 0.730 2.001  -0.6039
65 H 5.744 -1.671 1.120  0.3865
66 H 4.400 -1.041 0.170  0.0592
67 H 4.310 -1.099 1.952  0.1526
68 H 5.893 0.664 0.057  0.3073
69 H 3.625 1.312 2.010  0.0354
70 H 3.930 1.842 0.229  -0.1600
71 H 4.786 2.507 1.720  0.3055
72 H 6.149 0.511 2.870  0.3299
73 C -4.980 -3.076 -2.607  -1.0705
74 C -5.895 -4.264 -2.200  0.5952
75 C -7.123 -4.500 -3.182  -1.4463
76 O -5.204 -5.476 -2.131  -0.5270
77 H -4.134 -2.976 -1.927  0.0460
78 H -5.457 -2.097 -2.644  0.4915
79 H -4.541 -3.335 -3.571  0.3517
80 H -6.245 -3.965 -1.212  0.2263
81 H -6.883 -4.954 -4.144  0.3372
82 H -7.514 -3.512 -3.423  0.3754
83 H -7.919 -5.039 -2.668  0.3537
84 H -4.335 -5.170 -1.861  0.5394
85 C -2.691 -6.817 0.400  -1.6423
86 C -2.020 -5.514 -0.111  1.4934
87 C -0.598 -5.764 -0.593  -1.3721
88 O -2.810 -4.919 -1.057  -0.2337
89 H -3.695 -6.646 0.788  0.3726
90 H -1.987 -7.294 1.082  0.4286
91 H -2.913 -7.480 -0.436  0.3800
92 H -1.971 -4.817 0.725  -0.3313
93 H -0.037 -4.856 -0.814  0.1348
94 H -0.612 -6.386 -1.488  0.4053
95 H -0.142 -6.376 0.185  0.4056
96 H -2.361 -4.142 -1.399  0.1379
97 C 1.471 -0.560 7.844  -1.5244
98 C 2.149 -0.795 6.483  0.5376
99 C 1.792 0.308 5.496  -0.6577
100 O 3.508 -0.734 6.810  -0.5982
101 H 1.607 0.443 8.247  0.3834
102 H 1.893 -1.156 8.653  0.3912
103 H 0.416 -0.833 7.861  0.3633
104 H 1.859 -1.792 6.150  0.2816
105 H 2.454 0.453 4.643  0.0740
106 H 1.690 1.242 6.048  0.5517
107 H 0.821 -0.006 5.113  -0.1215
108 H 3.781 0.081 7.238  0.3436
109 C 5.433 5.226 -0.250  -1.4776
110 C 3.937 5.606 -0.447  0.7343
111 C 3.695 6.295 -1.809  -1.1043
112 O 3.057 4.594 -0.280  -0.2525
113 H 5.707 4.308 -0.771  0.2530
114 H 5.713 5.003 0.780  0.3464
115 H 6.063 6.023 -0.644  0.4410
116 H 3.802 6.363 0.326  0.2469
117 H 2.995 7.129 -1.778  0.3216
118 H 3.304 5.599 -2.551  -0.0073
119 H 4.544 6.855 -2.201  0.4238
120 H 3.045 3.876 -0.917  0.1939
121 C 2.886 1.009 -3.197  -0.8159
122 C 2.995 2.520 -3.410  0.6160
123 C 2.479 2.906 -4.778  -1.6657
124 O 2.301 3.181 -2.359  -0.0130
125 H 3.466 0.579 -4.013  0.4978
126 H 1.862 0.694 -3.399  -0.0861
127 H 3.232 0.703 -2.209  -0.0237
128 H 4.004 2.872 -3.194  0.4343
129 H 3.249 2.672 -5.513  0.4795
130 H 2.276 3.956 -4.989  0.3546
131 H 1.557 2.358 -4.974  0.2313
132 H 1.434 2.789 -2.233  -0.3177
133 C -0.993 3.976 -1.893  -1.5496
134 C -1.214 2.841 -2.900  0.9458
135 C -1.215 3.384 -4.335  -1.6741
136 O -0.379 1.766 -2.757  0.7653
137 H -0.663 3.647 -0.908  0.2015
138 H -1.902 4.569 -1.790  0.4558
139 H -0.235 4.655 -2.282  0.3596
140 H -2.174 2.384 -2.661  0.1759
141 H -2.003 4.129 -4.446  0.4312
142 H -1.425 2.599 -5.061  0.3857
143 H -0.221 3.784 -4.538  0.2440
144 H -0.709 1.107 -3.372  -0.3101

Its total energy is -2666.3127 Eh. For the LUMO energy, the calculation gives -0.020 Eh. For the largest force on an atom, the calculation gives 0.0612 hartree/bohr. The charge is 0.



Entry from OMol25: C28H11AgF15GeN4O5S as an isolated structure (ωB97M-V with the def2-TZVPD basis set).

Last column: Mulliken charge in e.
Geometry (Å):
1 Ag 1.780 2.275 0.000  0.4895
2 O 1.355 0.702 4.105  -0.5367
3 C 1.834 1.425 3.077  0.6335
4 O 1.221 2.322 2.558  -0.5966
5 C 3.221 0.970 2.703  -0.3144
6 O 3.679 1.753 1.647  -0.3095
7 C 4.751 1.190 0.893  -0.2963
8 C 4.916 1.902 -0.457  0.4633
9 O 6.060 1.848 -0.926  -0.7400
10 O 3.881 2.418 -0.966  -0.6275
11 H 0.428 0.968 4.204  0.3847
12 H 3.156 -0.090 2.437  0.2474
13 H 3.858 1.062 3.593  0.3669
14 H 4.539 0.134 0.688  0.1954
15 H 5.687 1.267 1.448  0.2963
16 N -0.230 3.733 -3.661  -0.0931
17 C -0.174 2.470 -4.215  -0.7027
18 C 0.234 1.650 -3.207  -0.5138
19 N 0.423 2.377 -2.062  0.0333
20 C 0.147 3.615 -2.360  0.2225
21 C 0.273 4.701 -1.384  0.1200
22 N 0.666 4.505 -0.153  0.0305
23 C 0.678 5.741 0.444  -0.3810
24 C 0.282 6.695 -0.443  -0.5874
25 N 0.018 6.015 -1.614  -0.1058
26 H -0.472 4.573 -4.154  0.1703
27 H -0.417 2.287 -5.248  0.4528
28 H 0.421 0.588 -3.228  0.6177
29 H 0.972 5.861 1.474  0.4419
30 H 0.164 7.761 -0.360  0.3996
31 H -0.262 6.436 -2.481  0.1717
32 F 0.277 -2.054 -2.656  -0.4878
33 C -1.008 -1.685 -2.642  0.0624
34 C -1.683 -1.507 -1.442  -0.5325
35 C -3.010 -1.129 -1.553  0.7462
36 F -3.775 -0.900 -0.472  -0.2929
37 C -3.641 -0.947 -2.772  0.1005
38 F -4.929 -0.583 -2.833  -0.3203
39 C -2.932 -1.138 -3.937  0.7393
40 F -3.527 -0.965 -5.122  -0.3415
41 C -1.604 -1.511 -3.875  0.3734
42 F -0.916 -1.694 -5.008  -0.3488
43 Ge -0.628 -1.638 0.247  0.4470
44 S 1.030 -0.360 0.279  -0.0772
45 C -2.007 -1.563 1.684  -0.4310
46 C -2.083 -0.560 2.633  0.0714
47 F -1.288 0.514 2.581  -0.3407
48 C -2.995 -0.587 3.674  -0.0831
49 F -3.034 0.401 4.578  -0.3304
50 C -3.875 -1.643 3.779  0.8436
51 F -4.765 -1.679 4.776  -0.3197
52 C -3.843 -2.657 2.842  0.1318
53 F -4.710 -3.672 2.936  -0.3186
54 C -2.919 -2.595 1.819  0.6278
55 F -2.961 -3.590 0.915  -0.3855
56 C -0.043 -3.545 0.445  -0.6318
57 C 0.659 -3.862 1.597  0.3231
58 F 0.752 -2.983 2.607  -0.2812
59 C 1.290 -5.077 1.784  -0.1396
60 F 1.951 -5.349 2.915  -0.3100
61 C 1.225 -6.029 0.786  0.7719
62 F 1.823 -7.214 0.949  -0.3183
63 C 0.526 -5.760 -0.371  0.0995
64 F 0.443 -6.695 -1.326  -0.3101
65 C -0.098 -4.535 -0.517  0.6308
66 F -0.793 -4.363 -1.656  -0.3002

Its total energy is -5788.9964 Eh. For the LUMO energy, the calculation gives 0.066 Eh. For the largest force on an atom, the calculation gives 0.0060 hartree/bohr. As for the energy relative to the best compared isomer or geometry (same formula, charge and spin): 0.0 kJ/mol. The charge is -1.



Entry from OMol25: C28H13BrF10FeN2O7P2S4 as an isolated structure (ωB97M-V with the def2-TZVPD basis set).

Last column: Mulliken charge in e.
Geometry (Å):
1 Fe -0.256 -0.355 0.734  1.5737
2 O -6.350 1.147 3.623  -0.5661
3 C -5.248 0.875 3.230  0.5483
4 S -4.486 -0.706 3.432  -0.1411
5 C -2.954 -0.310 2.682  0.3179
6 C -2.832 1.003 2.180  -0.1634
7 S -1.433 1.678 1.518  -0.2528
8 S -4.220 2.032 2.350  -0.0870
9 S -1.751 -1.449 2.642  -0.3101
10 F 5.221 4.269 -4.505  -0.3064
11 C 4.256 3.767 -3.739  0.5201
12 C 3.053 4.425 -3.626  0.3601
13 F 2.868 5.578 -4.271  -0.3073
14 C 2.051 3.898 -2.838  0.2581
15 F 0.931 4.628 -2.772  -0.4392
16 C 2.189 2.700 -2.146  -0.1924
17 P 0.801 1.982 -1.107  0.5381
18 C -0.651 2.561 -2.070  1.0542
19 C -0.694 2.125 -3.394  -0.6370
20 C -1.764 2.456 -4.212  -0.8738
21 C -2.813 3.216 -3.712  -0.5516
22 C -2.789 3.628 -2.388  -0.9035
23 C -1.718 3.298 -1.567  -0.4104
24 C 1.070 3.117 0.311  1.1104
25 C 0.686 4.455 0.371  -0.3317
26 C 1.002 5.219 1.484  -0.8857
27 C 1.714 4.663 2.541  -0.5325
28 C 2.103 3.334 2.487  -0.7482
29 C 1.776 2.563 1.379  -0.1751
30 C 3.448 2.080 -2.236  -0.1470
31 Br 3.899 0.571 -1.219  -0.1170
32 C 4.454 2.605 -3.028  0.2647
33 F 5.648 2.017 -3.116  -0.3338
34 H 0.117 1.528 -3.793  0.3597
35 H -1.782 2.113 -5.240  0.4616
36 H -3.648 3.478 -4.351  0.3776
37 H -3.612 4.206 -1.984  0.4295
38 H -1.724 3.607 -0.531  0.4583
39 H 0.137 4.904 -0.446  0.4201
40 H 0.688 6.255 1.529  0.4145
41 H 1.962 5.267 3.405  0.3799
42 H 2.650 2.887 3.308  0.4514
43 H 2.080 1.522 1.347  0.1934
44 F 1.616 -1.025 1.809  -0.5311
45 P 1.966 -2.500 1.053  1.3528
46 F 2.421 -3.101 2.443  -0.3627
47 F 1.396 -1.769 -0.316  -0.3769
48 F 0.437 -2.952 1.340  -0.3706
49 F 2.250 -3.840 0.256  -0.3781
50 F 3.434 -1.949 0.755  -0.4122
51 O -2.694 -2.934 -0.843  -0.7011
52 C -1.735 -2.233 -1.099  -0.2416
53 O -1.485 -1.073 -0.576  -0.4014
54 C -0.736 -2.766 -2.111  0.4629
55 C 0.067 -1.941 -2.883  0.0010
56 C 0.939 -2.516 -3.795  -0.2076
57 C 1.064 -3.880 -3.940  -0.4220
58 C 0.256 -4.670 -3.156  -0.2626
59 C -0.650 -4.141 -2.258  -0.6338
60 N 0.353 -6.138 -3.307  1.0737
61 O 1.120 -6.569 -4.149  -0.6357
62 O -0.341 -6.827 -2.588  -0.6175
63 N 1.765 -1.660 -4.670  1.0290
64 O 1.671 -0.456 -4.544  -0.5980
65 O 2.495 -2.207 -5.473  -0.6453
66 H 0.007 -0.867 -2.775  0.5927
67 H 1.758 -4.310 -4.644  0.6242
68 H -1.285 -4.783 -1.665  0.5836

The multiplicity is 6. Its total energy is -8823.0795 Eh. As for the expectation value of S²: 8.773. For the LUMO energy (alpha / beta), the calculation gives 0.045 / 0.010 Eh. For the largest force on an atom, the calculation gives 0.0157 hartree/bohr. As for the energy relative to the best compared isomer or geometry (same formula, charge and spin): 65.3 kJ/mol. The charge is -1.